(1)
30
Properties=species:S:1:pos:R:3:forces:R:3:lowdin_charge:R:1 method="wB97M-V/def2-TZVPD" orbital_gap_ha=0.3669 smiles="CO[Si](N=C=O)(OC)OC.C=CC.Br" charge=0
C -0.294 -2.862 -1.013 1.2 1.8 1.0 -0.050
O 1.186 -2.785 -0.926 -1.6 -0.4 -0.2 -0.172
Si 1.861 -1.561 -0.137 2.2 1.6 1.5 0.183
N 1.305 -1.159 1.506 0.4 -0.2 -2.9 0.164
C 0.875 -1.887 2.344 0.2 -0.1 1.3 -0.421
O 0.546 -2.474 3.281 -0.7 -0.9 0.8 0.176
O 3.485 -1.820 -0.144 -1.0 -0.3 0.4 -0.214
C 4.313 -2.595 0.733 -0.4 -0.7 -1.4 -0.097
O 1.780 -0.037 -0.704 -0.8 -0.1 0.1 -0.281
C 2.667 0.472 -1.682 -1.0 1.5 0.4 -0.106
H -0.623 -2.027 -1.658 0.0 -0.8 -0.2 0.091
H -0.640 -2.558 0.004 -0.4 -0.9 -0.7 0.079
H -0.582 -3.854 -1.349 0.0 0.2 0.1 0.088
H 4.756 -1.881 1.418 0.1 -0.3 0.5 0.079
H 5.086 -2.974 0.013 -0.4 -0.1 1.2 0.097
H 3.737 -3.446 1.232 0.9 1.1 -0.5 0.106
H 2.596 1.602 -1.712 0.0 -1.3 0.1 0.095
H 2.312 0.051 -2.583 0.2 -0.1 -1.6 0.078
H 3.647 0.166 -1.435 1.2 -0.2 0.0 0.065
C -4.357 2.129 -0.636 0.9 0.0 0.1 -0.019
C -4.618 3.179 0.129 0.6 -0.2 1.7 -0.228
C -3.876 3.765 1.319 -2.8 1.0 -0.6 -0.099
H -5.117 1.925 -1.324 -1.1 -0.6 -1.1 0.022
H -3.496 1.446 -0.731 -0.2 0.9 0.6 0.052
H -5.607 3.585 0.108 -0.6 0.2 -0.7 0.079
H -4.149 4.839 1.443 0.4 -0.5 -0.4 0.081
H -4.279 3.347 2.233 0.2 -0.5 0.3 0.071
H -2.859 3.668 1.242 2.6 -0.3 0.1 0.014
Br -0.138 2.442 -0.576 -2.2 3.8 -0.5 0.483
H 0.483 1.306 -0.397 2.0 -3.6 0.6 -0.417

---

(2)
32
Properties=species:S:1:pos:R:3:forces:R:3:mulliken_spin:R:1 method="wB97M-V/def2-TZVPD" orbital_gap_ha="0.2394 / 0.1974" multiplicity=6 charge=+2
C 1.309 0.288 1.730 0.2 0.1 0.1 0.114
C -0.005 1.118 1.836 4.9 0.4 4.0 0.438
H 2.166 0.608 2.386 -1.2 0.0 -0.3 -0.006
H 1.621 0.449 0.659 -0.3 -1.3 1.4 0.011
H 0.950 -0.724 2.067 0.8 0.7 -0.8 0.020
O -0.064 1.876 2.826 -0.5 -1.5 -2.3 0.519
I -2.165 1.826 1.424 -4.5 0.2 1.2 1.618
Ru 0.983 -2.720 -1.347 0.5 1.0 -1.3 2.024
P 0.440 1.533 -0.954 -1.1 0.5 -0.9 0.064
C -0.622 2.954 -0.363 -0.2 -0.8 -0.2 0.176
C 2.032 2.336 -0.765 0.1 -0.1 -0.1 0.005
H 0.768 1.146 -3.269 -0.1 0.2 -0.2 0.001
H 0.411 2.868 -2.936 -0.1 -0.1 -0.2 0.003
H -0.909 1.660 -2.985 0.2 0.0 0.1 -0.001
C 0.137 1.833 -2.704 0.1 -0.1 -0.6 0.003
H 2.770 1.636 -1.151 0.3 0.2 0.0 0.002
H 1.999 3.243 -1.353 0.4 0.3 -0.1 0.003
H -0.401 3.925 -0.814 -0.5 0.0 -0.1 -0.002
H -0.367 3.007 0.717 0.0 0.7 -0.7 0.010
H 2.236 2.570 0.274 0.2 0.1 0.1 -0.002
H -1.697 2.526 -0.570 1.7 1.4 -0.4 0.013
C -0.080 -1.562 -0.487 -2.8 1.8 5.5 -0.204
O -0.698 -1.087 0.425 2.3 -2.0 -4.8 -0.006
Cl 2.208 -1.001 -2.403 -0.4 -1.3 0.6 0.084
N -2.468 -3.208 0.375 -1.3 0.1 0.3 0.006
C -1.350 -3.834 0.667 -0.2 -1.2 0.2 -0.014
N -1.106 -4.266 1.893 -0.7 1.3 0.7 0.006
S -0.266 -4.493 -0.483 1.1 0.2 -1.5 0.117
H -3.185 -3.136 1.124 0.6 0.2 -1.0 -0.001
H -2.739 -2.941 -0.587 0.3 -0.5 1.0 0.001
H -0.160 -4.518 2.166 -0.4 -0.2 -0.1 0.001
H -1.748 -3.914 2.603 0.5 -0.5 0.3 -0.001

---

(3)
26
Properties=species:S:1:pos:R:3:forces:R:3:lowdin_charge:R:1 method="wB97M-V/def2-TZVPD" orbital_gap_ha=0.3332 smiles=C[N@@H+]1CCC(C)(C)N(I)C1 charge=+1
C -1.341 -2.468 -1.164 -2.4 -1.2 -1.8 0.016
N -0.877 -1.097 -0.957 -1.2 0.9 -2.5 -0.181
C 0.521 -1.074 -0.957 3.4 3.0 -0.9 -0.161
C 1.063 0.356 -0.736 1.8 -0.8 -0.8 -0.111
C 0.507 1.078 0.503 -0.1 0.4 -1.3 -0.645
C 1.045 0.529 1.826 -1.8 2.7 -1.1 -0.020
C 0.988 2.529 0.319 -1.3 -0.5 0.4 -0.061
N -0.993 0.989 0.340 1.5 -3.0 -0.8 -0.531
I -2.137 2.071 1.603 -0.2 0.0 0.3 1.005
C -1.354 -0.518 0.292 -4.2 4.4 -0.3 -0.195
H -0.977 -3.067 -2.094 0.0 1.7 1.7 0.159
H -1.083 -2.957 -0.248 -0.1 -0.8 0.3 0.103
H -2.455 -2.381 -1.313 1.0 -0.5 0.5 0.129
H -1.174 -0.456 -1.741 0.0 -0.7 0.9 0.230
H 0.965 -1.454 -1.855 -0.2 -0.5 -0.6 0.148
H 0.899 -1.577 -0.148 0.5 -2.0 2.0 0.116
H 2.201 0.259 -0.713 -1.3 -0.1 0.7 0.161
H 1.042 0.923 -1.673 -1.0 0.3 0.2 0.124
H 2.061 0.765 1.892 1.6 -0.2 0.4 0.088
H 0.729 -0.401 2.112 -0.1 -2.9 0.2 0.052
H 0.494 1.119 2.531 0.1 0.7 0.9 0.049
H 0.594 2.928 -0.666 0.2 0.1 1.6 0.119
H 2.034 2.393 0.209 1.2 0.4 -0.1 0.070
H 0.807 3.055 1.294 -0.1 0.2 -1.4 0.087
H -1.051 -1.117 1.094 0.7 -0.9 1.3 0.113
H -2.509 -0.428 0.248 1.8 -0.9 0.1 0.136

---

(4)
24
Properties=species:S:1:pos:R:3:forces:R:3:mulliken_spin:R:1 method="wB97M-V/def2-TZVPD" orbital_gap_ha="0.2493 / 0.3774" multiplicity=2 charge=0
C 1.249 1.320 0.490 -1.3 0.0 -1.8 -0.003
C -0.046 1.199 1.316 -0.6 -0.6 -1.7 -0.006
C -0.398 -0.279 1.521 0.7 -0.9 0.1 0.021
C 0.054 1.895 2.633 0.4 1.8 0.7 0.001
H 1.494 2.368 0.320 0.1 0.1 0.1 -0.001
H 2.028 0.856 1.029 1.2 -0.6 0.6 0.000
H 1.175 0.840 -0.558 0.0 0.6 1.7 0.003
H -0.857 1.643 0.682 0.4 -0.1 0.7 0.000
H -1.257 -0.450 2.199 0.1 0.2 -0.7 0.000
H 0.441 -0.725 2.096 -0.2 0.0 -0.4 0.000
H -0.477 -0.876 0.558 -0.2 0.9 1.2 -0.019
H 0.251 2.998 2.533 -0.3 -0.9 -0.1 0.001
H -0.839 1.790 3.232 -0.5 0.0 0.0 0.000
H 0.855 1.551 3.292 0.2 -0.4 -0.3 -0.001
C 0.333 -1.169 -2.205 -3.2 0.6 -1.5 -0.078
C 0.457 -0.222 -3.139 0.9 1.9 -1.6 0.214
C -1.219 -2.651 -1.135 -1.2 -2.9 2.4 0.709
N -0.944 -1.731 -1.987 1.1 4.1 -3.7 0.162
H 1.076 -1.528 -1.576 1.4 -0.6 0.9 -0.005
H -0.421 0.160 -3.763 1.2 -0.8 1.1 -0.002
H 1.428 0.321 -3.389 -1.4 -1.1 0.6 0.000
H -2.235 -2.941 -1.038 -0.4 -0.4 0.3 0.040
H -0.432 -3.044 -0.549 0.4 -0.5 0.5 -0.021
H -1.719 -1.325 -2.562 1.3 -0.6 0.8 -0.016

---

(5)
24
Properties=species:S:1:pos:R:3:forces:R:3:lowdin_charge:R:1 method="wB97M-V/def2-TZVPD" orbital_gap_ha=0.2523 charge=+1
C 2.301 -1.065 0.173 -0.6 -0.2 2.3 -0.009
C 1.064 -0.081 0.260 3.7 -2.3 -1.9 -0.502
C 0.757 0.308 -1.170 0.3 1.3 -0.6 -0.190
C -0.508 -0.335 -1.658 0.0 0.2 -1.4 -0.189
C -1.743 0.144 -0.915 -1.2 0.4 0.4 -0.205
C -1.866 -0.458 0.438 0.6 -0.8 0.1 -0.166
C -1.915 0.237 1.591 1.1 0.5 -1.0 0.050
N 1.457 1.047 1.084 -2.9 -0.7 -1.6 0.229
H 2.358 -1.529 1.169 0.3 0.0 -0.1 0.085
H 3.243 -0.542 0.031 -0.1 -0.1 -0.6 0.093
H 2.088 -1.904 -0.486 0.1 0.4 -0.4 0.096
H 0.214 -0.731 0.518 0.3 0.2 1.1 0.109
H 0.723 1.402 -1.367 -0.5 -0.1 0.7 0.147
H 1.593 0.136 -1.860 0.0 -0.6 0.3 0.140
H -0.626 -0.080 -2.720 0.0 0.1 0.2 0.132
H -0.491 -1.438 -1.695 0.1 0.3 0.4 0.142
H -1.803 1.247 -0.679 0.3 -0.4 -1.0 0.132
H -2.585 -0.115 -1.566 -0.2 0.1 0.4 0.136
H -1.735 -1.545 0.458 -0.5 0.1 0.2 0.136
H -1.652 -0.212 2.543 -0.5 0.1 0.1 0.096
H -1.928 1.326 1.485 -0.8 0.0 0.6 0.073
H 1.478 0.851 2.093 0.0 -0.4 0.0 0.127
H -0.500 1.479 0.435 -0.1 0.2 0.8 0.256
H 0.203 1.232 0.920 0.5 1.7 1.0 0.081

---

(6)
26
Properties=species:S:1:pos:R:3:forces:R:3:lowdin_charge:R:1 method="wB97M-V/def2-TZVPD" orbital_gap_ha=0.3393 charge=0
C 2.692 2.831 2.727 0.3 0.1 -0.1 -0.125
C 1.662 1.976 2.058 -1.2 0.0 0.2 -0.161
C 0.363 2.038 2.438 1.2 -0.1 -0.5 -0.172
O -0.721 1.431 1.900 0.1 -0.3 -0.3 -0.103
C -0.530 0.578 0.750 -0.3 0.0 0.6 -0.250
C 0.059 -0.775 1.139 0.2 0.1 0.2 -0.070
H 2.221 3.320 3.579 0.2 0.1 0.2 0.065
H 3.581 2.273 3.071 -0.4 0.1 -0.1 0.073
H 3.060 3.619 2.051 -0.1 -0.2 0.2 0.073
H 1.976 1.360 1.222 -0.1 0.0 0.1 0.088
H 0.058 2.665 3.269 0.0 0.0 0.0 0.122
H 0.113 1.093 0.030 -0.1 0.0 -0.1 0.109
H -1.556 0.468 0.349 0.6 0.0 0.1 0.119
H 0.201 -1.397 0.248 -0.2 0.0 0.2 0.063
H -0.600 -1.284 1.856 0.1 0.1 -0.3 0.086
H 1.042 -0.657 1.618 -0.3 0.0 -0.1 0.068
C 0.086 -1.014 -3.314 0.3 -0.1 -0.8 -0.088
C -0.994 -1.189 -2.353 -1.3 -0.5 2.0 -0.282
N -1.652 -2.249 -2.044 0.7 0.4 -1.3 -0.040
N -1.348 -3.343 -2.855 0.5 0.4 0.3 -0.023
H -0.319 -0.430 -4.144 0.4 0.1 -0.2 0.085
H 0.479 -1.962 -3.691 0.0 0.2 0.1 0.067
H 0.890 -0.462 -2.827 0.0 0.1 -0.2 0.077
H -1.236 -0.341 -1.714 0.0 0.0 -0.1 0.079
H -1.957 -4.100 -2.643 -0.4 -0.3 -0.2 0.061
H -1.215 -3.140 -3.846 -0.3 -0.2 0.5 0.078

---

no.,molecular weight (g mol⁻¹),calculated total energy (Ha)
1,286.198,-3495.62947
2,486.685,-2127.77093
3,255.123,-683.20360
4,114.212,-330.95400
5,114.212,-330.55326
6,144.218,-460.97877